This record from the Open Molecules 2025 dataset describes a molecular structure, C19H25MnN2OSi in a non-equilibrium geometry. The level of theory is wB97M-V/def2-TZVPD.

The total charge is +1. Its spin multiplicity is 4. For the HOMO-LUMO gap (alpha / beta), the calculation gives 6.06 / 7.88 eV. As for the highest occupied orbital energy (alpha / beta): -11.47 / -11.47 eV.

The geometry in XYZ format:
```
49
Properties=species:S:1:pos:R:3:mulliken_spin:R:1
C -2.922 1.171 1.172 -0.3843
Mn -1.476 2.335 0.303 3.6026
N 0.164 3.480 -0.777 0.0055
N -3.013 3.977 0.039 0.0124
H 0.298 3.172 -1.751 0.0004
H -0.926 2.509 1.716 -0.2858
H -2.505 0.356 1.781 0.0392
H -3.484 0.738 0.319 0.0065
H -3.600 1.779 1.797 0.0009
H -3.223 4.260 -0.929 0.0025
H -2.752 4.841 0.534 0.0048
H -3.913 3.685 0.447 0.0029
H 0.065 4.503 -0.812 -0.0012
H 1.062 3.300 -0.308 0.0028
O -0.960 0.845 -0.584 -0.0172
Si 0.055 -0.373 -0.327 -0.0027
C 1.147 -0.644 -1.808 0.0078
C 1.938 0.411 -2.289 -0.0031
C 2.796 0.212 -3.374 0.0005
C 2.869 -1.041 -3.986 -0.0007
C 2.082 -2.096 -3.515 0.0000
C 1.222 -1.900 -2.430 -0.0005
C 1.162 0.061 1.135 0.0093
C 2.562 0.103 1.006 0.0014
C 3.367 0.426 2.104 -0.0046
C 2.787 0.707 3.342 0.0022
C 1.401 0.663 3.485 0.0071
C 0.595 0.340 2.390 0.0074
C -0.927 -1.903 0.076 0.0004
C -1.862 -2.387 -0.850 -0.0027
C -2.608 -3.536 -0.564 0.0001
C -2.427 -4.205 0.649 0.0008
C -1.498 -3.729 1.577 0.0006
C -0.750 -2.583 1.294 0.0009
H 1.903 1.383 -1.817 -0.0004
H 3.408 1.028 -3.735 0.0000
H 3.539 -1.196 -4.822 0.0000
H 2.145 -3.068 -3.986 -0.0001
H 0.634 -2.733 -2.072 -0.0001
H 3.045 -0.116 0.067 -0.0001
H 4.444 0.456 1.996 -0.0001
H 3.411 0.956 4.191 0.0001
H 0.949 0.877 4.446 0.0004
H -0.469 0.304 2.534 -0.0167
H -2.012 -1.878 -1.793 0.0004
H -3.327 -3.906 -1.282 0.0000
H -3.005 -5.094 0.870 0.0000
H -1.357 -4.248 2.516 -0.0001
H -0.035 -2.242 2.028 0.0003
```

=====

This record from the Open Molecules 2025 dataset describes a molecular structure, C19H25N10S2Tc in a non-equilibrium geometry. The level of theory is wB97M-V/def2-TZVPD.

The total charge is +3. As for the energy above the lowest of the compared OMol25 structures with the same formula, charge and spin: 2.488 eV. Its spin multiplicity is 2. For the HOMO-LUMO gap (alpha / beta), the calculation gives 5.61 / 7.11 eV. As for the highest occupied orbital energy (alpha / beta): -16.91 / -17.27 eV.

The geometry in XYZ format:
```
57
Properties=species:S:1:pos:R:3:mulliken_spin:R:1
Tc -0.116 0.376 -0.124 1.4889
C 2.410 -0.922 1.650 -0.1180
C 1.109 -1.311 1.255 -0.1580
C 1.110 -1.382 -0.174 -0.1077
C 2.458 -1.064 -0.599 -0.1933
C 3.229 -0.800 0.516 -0.0049
H 2.721 -0.775 2.675 0.0053
H 0.316 -1.621 1.915 -0.0397
H 0.527 -2.106 -0.734 0.0158
H 2.801 -1.045 -1.624 -0.0089
H 4.274 -0.529 0.508 -0.0046
C -0.261 1.504 -5.200 0.0034
N 0.658 2.077 -4.204 0.0160
C 1.524 3.115 -4.440 -0.0006
C 2.193 3.349 -3.295 0.0110
N 1.740 2.432 -2.348 -0.0003
C 0.784 1.672 -2.936 0.0122
S -0.242 0.412 -2.316 0.0293
C 2.276 2.390 -1.015 0.0242
C 3.497 3.007 -0.796 0.0055
C 3.955 3.158 0.503 0.0028
C 3.174 2.686 1.542 -0.0062
C 2.021 2.001 1.226 -0.0100
N 1.574 1.812 -0.031 -0.0413
H -0.228 2.136 -6.083 0.0003
H -1.272 1.497 -4.800 0.0007
H 0.060 0.497 -5.455 -0.0004
H 1.578 3.607 -5.396 0.0006
H 2.912 4.111 -3.064 0.0013
H 4.093 3.369 -1.618 -0.0012
H 4.900 3.651 0.688 0.0002
H 3.458 2.815 2.577 -0.0005
H 1.410 1.575 2.009 0.0102
N -3.402 3.891 2.374 0.0061
N -2.562 3.409 1.423 0.0105
N -2.077 4.191 0.478 -0.0015
C -1.244 3.379 -0.138 0.0203
N -1.244 2.158 0.418 0.0113
N -2.112 2.203 1.435 0.0102
H -3.913 4.691 2.020 -0.0001
H -3.948 3.149 2.793 0.0002
H -0.651 3.671 -0.986 0.0009
S -2.129 -0.701 0.282 -0.0029
C -1.947 -2.400 0.762 0.0121
N -2.050 -2.726 2.033 0.0013
C -2.133 -4.122 2.510 -0.0003
C -2.662 -5.002 1.392 -0.0001
C -1.863 -4.772 0.121 0.0019
N -1.819 -3.324 -0.169 -0.0003
H -2.214 -1.973 2.685 0.0019
H -2.797 -4.128 3.371 0.0000
H -1.143 -4.441 2.841 -0.0002
H -3.717 -4.788 1.213 0.0000
H -2.585 -6.047 1.685 0.0000
H -2.328 -5.256 -0.735 0.0001
H -0.842 -5.145 0.212 0.0001
H -1.844 -3.013 -1.128 -0.0033
```

=====

This record from the Open Molecules 2025 dataset describes C19H25N2O3PS in the gas phase in a non-equilibrium geometry. The level of theory is wB97M-V/def2-TZVPD.

Its spin multiplicity is 1. For the HOMO-LUMO gap, the calculation gives 8.82 eV. As for the highest occupied orbital energy: -8.11 eV. The SMILES is COP(=O)(CN(Cc1ccccc1)C(=S)Nc1c(C)cccc1C)OC.

The geometry in XYZ format:
```
51
Properties=species:S:1:pos:R:3:nbo_charge:R:1
C -2.555 -1.641 -2.360 -0.2720
O -2.911 -0.478 -1.618 -0.8192
P -3.471 -0.559 -0.131 2.3742
O -3.976 0.731 0.334 -1.0984
C -2.145 -1.333 0.909 -0.6130
N -0.962 -0.518 0.923 -0.4466
C -1.039 0.735 1.657 -0.2769
C -0.575 1.941 0.875 0.0355
C -1.006 2.142 -0.430 -0.2345
C -0.597 3.260 -1.134 -0.1855
C 0.244 4.190 -0.544 -0.2156
C 0.672 4.000 0.759 -0.2108
C 0.267 2.880 1.465 -0.2503
C 0.210 -1.003 0.433 0.3271
S 0.294 -2.469 -0.348 -0.2822
N 1.316 -0.247 0.612 -0.6566
C 2.599 -0.615 0.129 0.2011
C 3.316 -1.628 0.766 0.0022
C 2.746 -2.359 1.940 -0.6452
C 4.578 -1.946 0.282 -0.2215
C 5.119 -1.267 -0.793 -0.1951
C 4.404 -0.251 -1.401 -0.2138
C 3.138 0.087 -0.952 -0.0276
C 2.348 1.178 -1.611 -0.6391
O -4.597 -1.723 -0.209 -0.8247
C -5.852 -1.522 0.415 -0.2521
H -3.314 -2.414 -2.249 0.1896
H -1.588 -2.027 -2.031 0.2150
H -2.491 -1.328 -3.402 0.1951
H -2.541 -1.451 1.923 0.2290
H -1.889 -2.318 0.512 0.2901
H -2.091 0.885 1.907 0.2557
H -0.466 0.653 2.592 0.2021
H -1.674 1.428 -0.885 0.2367
H -0.939 3.408 -2.147 0.2173
H 0.561 5.062 -1.095 0.2167
H 1.323 4.722 1.229 0.2172
H 0.602 2.736 2.484 0.2132
H 1.182 0.745 0.770 0.4207
H 2.207 -1.679 2.597 0.2146
H 2.042 -3.117 1.594 0.2442
H 3.533 -2.853 2.503 0.2139
H 5.140 -2.735 0.760 0.2089
H 6.102 -1.528 -1.157 0.2113
H 4.828 0.280 -2.241 0.2069
H 1.343 0.834 -1.856 0.2263
H 2.836 1.499 -2.527 0.2201
H 2.253 2.044 -0.954 0.2190
H -5.975 -0.473 0.690 0.2107
H -5.919 -2.148 1.307 0.1780
H -6.630 -1.810 -0.292 0.1882
```

=====

This record from the Open Molecules 2025 dataset describes a gas-phase ion, C19H25N2O3S (charge +1) in a non-equilibrium geometry. The level of theory is wB97M-V/def2-TZVPD.

The total charge is +1. Its spin multiplicity is 1. For the HOMO-LUMO gap, the calculation gives 8.22 eV. As for the highest occupied orbital energy: -10.98 eV. The SMILES is OCCN(CCO)C[C@H](O)C[NH+]1c2ccccc2Sc2ccccc21.

The geometry in XYZ format:
```
50
Properties=species:S:1:pos:R:3:nbo_charge:R:1
O -0.457 -0.801 -2.196 -0.6964
C -0.018 -0.032 -3.110 -0.0596
C 1.539 0.596 -2.875 -0.1695
N 1.711 0.974 -1.406 -0.5126
C 2.985 0.890 -0.836 -0.2641
C 3.520 -0.534 -0.791 -0.0481
O 2.589 -1.268 0.338 -0.8082
C 0.916 1.920 -1.129 -0.2326
C 0.776 1.920 0.528 0.1210
O 1.762 2.513 1.123 -0.6964
C 0.494 0.628 1.179 -0.2991
N -0.691 0.012 0.498 -0.4536
C -1.884 0.589 0.592 0.1073
C -2.602 0.847 -0.507 -0.2171
C -3.636 1.696 -0.400 -0.1778
C -4.339 1.823 0.661 -0.1538
C -3.558 1.351 1.965 -0.1624
C -2.488 0.564 1.888 -0.2334
S -1.775 -0.089 3.362 0.2103
C -1.206 -1.812 2.363 0.0249
C -1.125 -2.684 3.197 -0.2379
C -0.447 -3.755 2.551 -0.1984
C -0.009 -3.913 1.315 -0.1300
C -0.159 -2.400 0.513 -0.1431
C -0.697 -1.473 1.238 0.0392
H -0.146 -1.703 -2.333 0.5019
H -0.662 0.938 -3.229 0.1728
H -0.082 -0.294 -4.389 0.1888
H 1.777 1.210 -3.485 0.1456
H 2.336 -0.352 -3.086 0.1774
H 3.314 1.373 0.089 0.2847
H 3.744 1.306 -1.743 0.1740
H 3.570 -1.349 -1.736 0.2001
H 4.426 -0.464 -0.359 0.1820
H 3.133 -1.953 0.657 0.4745
H 1.551 2.823 -1.400 0.1409
H -0.050 2.098 -1.580 0.2184
H -0.092 2.622 0.656 0.1393
H 1.645 3.655 0.860 0.4970
H 1.332 0.066 0.904 0.2846
H 0.351 0.935 2.199 0.2639
H -0.336 -0.328 -0.487 0.5344
H -1.942 0.939 -1.334 0.2107
H -4.296 1.943 -1.477 0.2126
H -5.191 2.260 0.956 0.2243
H -4.239 1.498 2.810 0.2301
H -1.510 -2.936 4.152 0.2687
H -0.553 -4.840 2.949 0.2327
H 0.411 -4.646 0.828 0.2097
H 0.310 -2.360 -0.481 0.2218
```